Entry 1:
The molecule C2H4N4. Source: the Open Molecules 2025 dataset; level of theory: ωB97M-V/def2-TZVPD.

Structure (ORCA input):
```
! RIJCOSX wB97M-V def2-TZVPD def2/J DEFGRID3
* xyz 0 1
N 1.25 0.31 0.90
C 0.16 0.13 0.05
C -0.49 -1.17 -0.28
N -1.66 -0.70 -0.46
N -1.23 0.68 0.03
N -0.20 1.13 -0.89
H 1.45 1.28 1.10
H 1.20 -0.25 1.75
H -0.15 -2.20 -0.36
H -0.33 0.78 -1.84
*
```

Values from the calculation:
Strongest force on any atom, eV/Å: 0.4
Relative energy (zero: lowest compared OMol25 entry of this formula, charge and spin), kcal/mol: 97.5
Gap between HOMO and LUMO, Ha: 0.371
HOMO energy, eV: -9.4
SMILES: N[C@@]12C=NN1N2



Entry 2:
The molecule C2H4N4. Source: the Open Molecules 2025 dataset; level of theory: ωB97M-V/def2-TZVPD.

Structure (ORCA input):
```
! RIJCOSX wB97M-V def2-TZVPD def2/J DEFGRID3
* xyz 0 1
C 0.78 0.66 1.18
N -0.30 -1.10 -0.02
C -0.99 -1.07 -1.14
N -0.77 0.06 -1.85
N 0.06 0.78 -1.14
N 0.34 0.06 -0.07
H 0.95 1.72 0.99
H 1.67 0.18 1.57
H -0.04 0.53 1.88
H -1.70 -1.83 -1.40
*
```

Values from the calculation:
Strongest force on any atom, eV/Å: 0.3
Relative energy (zero: lowest compared OMol25 entry of this formula, charge and spin), kcal/mol: 34.6
Gap between HOMO and LUMO, Ha: 0.430
HOMO energy, eV: -10.8
SMILES: Cn1ncnn1



Entry 3:
A structure of composition C2H4N4. Source: the Open Molecules 2025 dataset; level of theory: ωB97M-V/def2-TZVPD.

Structure (ORCA input):
```
! RIJCOSX wB97M-V def2-TZVPD def2/J DEFGRID3
* xyz 0 1
N 1.26 -0.54 -0.56
C 0.04 -0.09 0.08
C -0.88 -0.16 1.10
N -1.82 0.79 0.81
N -1.50 1.40 -0.32
N -0.37 0.87 -0.76
H 1.26 -1.50 -0.93
H 2.13 -0.38 -0.05
H -0.94 -0.80 1.98
H 0.82 0.42 -1.36
*
```

Values from the calculation:
Strongest force on any atom, eV/Å: 0.4
Relative energy (zero: lowest compared OMol25 entry of this formula, charge and spin), kcal/mol: 80.4
Gap between HOMO and LUMO, Ha: 0.351
HOMO energy, eV: -9.4



Entry 4:
The molecule C2H4N4 in a non-equilibrium geometry. Source: the Open Molecules 2025 dataset; level of theory: ωB97M-V/def2-TZVPD.

Structure (ORCA input):
```
! RIJCOSX wB97M-V def2-TZVPD def2/J DEFGRID3
* xyz 0 1
N 0.88 -1.06 0.99
C 0.21 -0.02 0.38
C -0.92 0.70 0.61
N -1.51 0.96 -0.62
N -0.72 0.75 -1.59
N 0.41 0.17 -1.18
H 1.48 -1.49 0.30
H 0.38 -1.77 1.53
H -1.34 1.27 1.45
H 1.13 0.49 -1.88
*
```

Values from the calculation:
Strongest force on any atom, eV/Å: 2.4
Relative energy (zero: lowest compared OMol25 entry of this formula, charge and spin), kcal/mol: 68.3
Gap between HOMO and LUMO, Ha: 0.341
HOMO energy, eV: -8.6
SMILES: Nc1cnn[nH]1



Entry 5:
The molecule C2H4N4 in a non-equilibrium geometry. Source: the Open Molecules 2025 dataset; level of theory: ωB97M-V/def2-TZVPD.

Structure (ORCA input):
```
! RIJCOSX wB97M-V def2-TZVPD def2/J DEFGRID3
* xyz 0 1
C -1.34 -0.19 0.16
N 0.00 -0.05 -0.47
C 1.06 0.94 -0.02
N 2.20 0.41 0.13
N 1.82 -1.22 -0.27
N 0.63 -1.23 -0.52
H -1.22 -0.36 1.23
H -1.92 -1.02 -0.26
H -1.90 0.73 -0.02
H 0.71 1.98 0.02
*
```

Values from the calculation:
Strongest force on any atom, eV/Å: 2.7
Relative energy (zero: lowest compared OMol25 entry of this formula, charge and spin), kcal/mol: 67.8
Gap between HOMO and LUMO, Ha: 0.405
HOMO energy, eV: -10.3
SMILES: Cn1cnnn1



Entry 6:
The molecule C2H4N4 in a non-equilibrium geometry. Source: the Open Molecules 2025 dataset; level of theory: ωB97M-V/def2-TZVPD.

Structure (ORCA input):
```
! RIJCOSX wB97M-V def2-TZVPD def2/J DEFGRID3
* xyz 0 1
C 2.18 -0.04 0.10
C 0.64 -0.01 -0.06
H 2.67 -0.35 1.09
H 2.74 -0.48 -0.75
H 2.63 0.94 -0.32
H -2.22 -1.35 0.22
N -0.30 1.22 -0.08
N -1.44 0.70 0.12
N -1.40 -0.63 -0.04
N -0.11 -1.07 -0.07
*
```

Values from the calculation:
Strongest force on any atom, eV/Å: 4.2
Relative energy (zero: lowest compared OMol25 entry of this formula, charge and spin), kcal/mol: 65.2
Gap between HOMO and LUMO, Ha: 0.418
HOMO energy, eV: -10.3
SMILES: Cc1nn[nH]n1



Entry 7:
The molecule C2H4N4 in a non-equilibrium geometry. Source: the Open Molecules 2025 dataset; level of theory: ωB97M-V/def2-TZVPD.

Structure (ORCA input):
```
! RIJCOSX wB97M-V def2-TZVPD def2/J DEFGRID3
* xyz 0 1
C 0.86 0.28 -1.15
C -0.94 0.42 0.28
N 1.07 -1.04 -0.83
N -0.03 0.97 -0.58
N 0.76 -1.28 0.36
N -0.22 -0.65 1.00
H 1.65 0.78 -1.80
H -1.29 1.17 0.94
H -1.85 -0.03 -0.20
H -0.02 -0.61 1.98
*
```

Values from the calculation:
Strongest force on any atom, eV/Å: 4.4
Relative energy (zero: lowest compared OMol25 entry of this formula, charge and spin), kcal/mol: 71.7
Gap between HOMO and LUMO, Ha: 0.330
HOMO energy, eV: -8.6
SMILES: C1=NCNN=N1



Entry 8:
The molecule C2H4N4O in a non-equilibrium geometry. Source: the Open Molecules 2025 dataset; level of theory: ωB97M-V/def2-TZVPD.

Structure (ORCA input):
```
! RIJCOSX wB97M-V def2-TZVPD def2/J DEFGRID3
* xyz 0 1
N -2.33 0.26 0.09
C -0.93 0.06 0.05
N -0.31 0.22 -1.19
N 0.99 0.04 -0.87
C 1.12 -0.20 0.43
O 2.28 -0.85 0.70
N -0.07 -0.27 1.05
H -2.52 0.42 -0.89
H -2.72 1.05 0.61
H 1.77 -0.07 -1.52
H 2.70 -0.65 1.53
*
```

Values from the calculation:
Strongest force on any atom, eV/Å: 2.8
Relative energy (zero: lowest compared OMol25 entry of this formula, charge and spin), kcal/mol: 25.5
Gap between HOMO and LUMO, Ha: 0.337
HOMO energy, eV: -8.6
SMILES: Nc1n[nH]c(O)n1



Entry 9:
The molecule C2H4N4O in a non-equilibrium geometry. Source: the Open Molecules 2025 dataset; level of theory: ωB97M-V/def2-TZVPD.

Structure (ORCA input):
```
! RIJCOSX wB97M-V def2-TZVPD def2/J DEFGRID3
* xyz 0 1
C 0.16 0.46 0.72
C 0.33 -1.31 -0.41
H 0.79 1.06 2.59
H 0.11 2.30 1.65
H 0.52 -2.42 -0.63
H -1.48 -0.49 -2.59
N 0.17 1.24 1.80
N 0.62 -0.86 0.86
N -0.28 -0.36 -1.10
N -0.40 0.80 -0.48
O -0.54 -0.42 -2.42
*
```

Values from the calculation:
Strongest force on any atom, eV/Å: 5.0
Relative energy (zero: lowest compared OMol25 entry of this formula, charge and spin), kcal/mol: 62.6
Gap between HOMO and LUMO, Ha: 0.337
HOMO energy, eV: -8.3
SMILES: Nc1ncn(O)n1



Entry 10:
A cluster of 2 separate species, C2H4N4O in total in a non-equilibrium geometry. Source: the Open Molecules 2025 dataset; level of theory: ωB97M-V/def2-TZVPD.

Structure (ORCA input):
```
! RIJCOSX wB97M-V def2-TZVPD def2/J DEFGRID3
* xyz 0 1
C 0.70 0.29 0.05
C -0.44 -0.57 -0.15
H 1.71 1.70 -0.87
H 0.29 2.27 0.98
H -2.22 -1.27 0.48
H -2.30 0.47 -0.02
N 0.66 1.62 -0.21
N 1.81 -0.54 0.08
N 1.49 -1.77 -0.08
N -1.79 -0.43 -0.12
O 0.10 -1.77 -0.14
*
```

Values from the calculation:
Strongest force on any atom, eV/Å: 5.3
Relative energy (zero: lowest compared OMol25 entry of this formula, charge and spin), kcal/mol: 131.2
Gap between HOMO and LUMO, Ha: 0.305
HOMO energy, eV: -8.2



Entry 11:
The molecule C2H4N4O in a non-equilibrium geometry. Source: the Open Molecules 2025 dataset; level of theory: ωB97M-V/def2-TZVPD.

Structure (ORCA input):
```
! RIJCOSX wB97M-V def2-TZVPD def2/J DEFGRID3
* xyz 0 1
C -0.67 0.33 0.01
C 1.68 -0.33 0.06
N -1.71 1.12 0.01
N -1.33 -1.18 0.03
N -2.84 0.46 0.00
N 0.65 0.68 0.08
O -2.58 -0.89 0.05
H 1.87 -0.60 -0.93
H 2.64 -0.09 0.45
H 1.38 -1.07 0.63
H 0.91 1.57 -0.39
*
```

Values from the calculation:
Strongest force on any atom, eV/Å: 5.7
Relative energy (zero: lowest compared OMol25 entry of this formula, charge and spin), kcal/mol: 121.3
Gap between HOMO and LUMO (spin up / spin down), Ha: 0.339 / 0.339
HOMO energy (spin up / spin down), eV: -9.0 / -9.0
SMILES: CNc1nnon1



Entry 12:
The molecule C2H4N4O in a non-equilibrium geometry. Source: the Open Molecules 2025 dataset; level of theory: ωB97M-V/def2-TZVPD.

Structure (ORCA input):
```
! RIJCOSX wB97M-V def2-TZVPD def2/J DEFGRID3
* xyz 0 1
C 0.18 0.70 0.16
C -0.38 -0.99 -1.15
H 1.27 2.54 0.57
H 0.76 1.57 1.79
H -0.15 -2.84 -1.67
H -1.14 0.07 1.52
N 0.46 1.82 0.84
N -0.20 0.47 -1.09
N -0.37 -1.73 -2.22
N -0.11 -0.21 1.09
O -0.32 -1.40 0.16
*
```

Values from the calculation:
Strongest force on any atom, eV/Å: 6.3
Relative energy (zero: lowest compared OMol25 entry of this formula, charge and spin), kcal/mol: 103.6
Gap between HOMO and LUMO, Ha: 0.348
HOMO energy, eV: -9.4
SMILES: [H]/N=c1/nc(N)[nH]o1